ORCA calculation (ωB97M-V/def2-TZVPD) on one molecule with the formula C23H23N5O at a distorted geometry.

As for the SMILES: Cc1ccccc1Nc1c(-c2ccc(N3CCOCC3)cc2)nc2ncccn12. The calculation puts the molar mass at 385.5 g mol⁻¹. Its LUMO energy is 0.303 eV. The strongest force on any atom comes out at 1.2 eV Å⁻¹. For the energy relative to the best compared isomer or geometry (same formula, charge and spin), the calculation gives 0.0 kcal per mole. The value obtained for the HOMO energy is -7.360 eV.

ORCA input file:
```
! wB97M-V def2-TZVPD RIJCOSX def2/J DEFGRID3
* xyz 0 1
C 3.282 -1.866 3.891
H 2.061 2.108 1.496
C -1.791 -0.845 1.677
C 1.651 -0.897 0.004
N 2.857 -0.356 2.051
C -1.640 -2.503 -0.509
H -0.983 -4.014 0.849
O 4.428 -1.139 4.265
H -4.143 0.153 -3.910
N -2.428 1.217 -3.382
C 4.280 0.221 3.929
C -1.343 -2.144 1.834
H 4.919 0.007 1.886
H 5.206 0.714 4.233
H -1.944 1.758 0.058
C -1.635 2.396 -3.559
C -2.031 -1.178 -0.680
C 4.039 0.391 2.428
C -3.074 3.145 -5.123
N -0.593 2.362 -2.768
H -2.425 -1.457 -2.653
H 2.061 -2.275 2.174
H -1.866 -0.199 2.540
H 0.568 2.774 -0.323
C 0.358 0.803 -1.113
H 0.486 -1.245 -1.738
C -3.907 2.013 -4.994
C 2.104 0.026 0.951
C -2.162 -0.344 0.438
H 3.474 -2.904 4.169
C -1.297 -2.987 0.738
H 3.817 -2.231 1.829
H -3.502 1.085 -0.424
H -1.589 -3.155 -1.372
H 2.408 -1.494 4.448
C -3.561 1.046 -4.096
H -3.139 1.349 1.287
C 1.719 1.363 0.794
C -0.645 1.188 -2.094
N -1.984 3.327 -4.426
H 3.917 1.445 2.188
H 1.975 -1.925 0.045
H -4.803 1.918 -5.584
C 0.795 -0.514 -1.006
H -1.053 -2.503 2.810
C -2.719 1.043 0.331
C 2.995 -1.756 2.389
N -2.342 -0.715 -1.966
H 3.434 0.653 4.486
H -3.322 3.930 -5.824
C -1.785 0.465 -2.450
C 0.870 1.743 -0.221
*
```



ORCA calculation (ωB97M-V/def2-TZVPD) on C23H23PSbYb as an isolated structure at a distorted geometry.

The calculation puts the molar mass at 625.2 g mol⁻¹. Its LUMO energy (alpha / beta) is -0.848 / -1.006 eV. The strongest force on any atom comes out at 2.8 eV Å⁻¹. For the energy relative to the best compared isomer or geometry (same formula, charge and spin), the calculation gives 0.0 kcal per mole. The value obtained for the HOMO energy (alpha / beta) is -4.888 / -5.298 eV.

ORCA input file:
```
! wB97M-V def2-TZVPD RIJCOSX def2/J DEFGRID3
* xyz 0 2
P -0.052 -4.328 -1.673
H -3.962 -3.395 1.608
H -2.219 0.416 -4.257
H 4.361 -1.438 -0.654
C -1.031 -1.621 1.677
H 2.976 -0.912 3.390
H -0.681 5.510 3.977
C -0.265 1.453 -3.877
H 4.643 -1.831 1.786
C 1.064 -0.226 -4.744
H 1.212 5.480 2.343
C 3.774 -1.273 1.416
C 0.564 3.650 1.398
C 0.462 4.683 2.339
C -1.133 0.418 -4.327
H -0.206 -5.121 -0.468
C -1.530 3.653 3.260
C -3.618 -1.485 0.622
C -1.435 2.613 2.324
C 1.649 0.256 0.495
C -0.401 2.638 1.384
C -3.220 -2.630 1.356
H -2.165 1.799 2.333
H -2.967 0.272 -0.422
C 3.634 -1.025 0.041
C -0.592 4.693 3.259
C -1.380 -0.591 0.785
H -0.570 2.383 -3.384
H 1.016 0.339 2.575
H -4.663 -1.362 0.347
H 0.970 -5.136 -2.262
H 1.390 3.642 0.685
Yb 0.563 -1.842 -0.178
H -2.345 3.646 3.988
C 1.749 -0.052 1.852
H -0.672 -1.616 -5.198
H -1.139 -4.914 -2.384
H 2.614 0.170 -1.454
H -0.121 -1.596 2.304
H -1.550 -3.668 2.241
C 2.623 -0.175 -0.419
C 1.083 1.086 -4.198
H 1.956 1.736 -4.115
C 2.842 -0.771 2.322
Sb -0.265 1.202 -0.217
C -0.322 -0.652 -4.820
C -1.896 -2.746 1.769
H 1.929 -0.794 -5.073
C -2.671 -0.536 0.250
*
```



ORCA calculation (ωB97M-V/def2-TZVPD) on C23H24CsI2N6OS as an isolated structure.

The calculation puts the molar mass at 819.3 g mol⁻¹. Its LUMO energy is 2.132 eV. The strongest force on any atom comes out at 0.1 eV Å⁻¹. For the energy relative to the best compared isomer or geometry (same formula, charge and spin), the calculation gives 0.0 kcal per mole. The value obtained for the HOMO energy is -4.525 eV.

ORCA input file:
```
! wB97M-V def2-TZVPD RIJCOSX def2/J DEFGRID3
* xyz -1 1
I -1.503 -5.005 1.959
H 2.350 1.613 3.878
H -0.115 3.959 -3.731
H 0.693 2.002 -6.355
H 2.553 -0.690 4.408
C 0.087 -3.531 5.705
H -1.252 -5.073 5.037
C 0.218 2.009 -3.419
H 0.794 -3.608 -5.204
H 2.305 -0.208 -5.415
H 1.471 -1.929 6.068
H 2.663 -1.424 2.805
C 1.300 1.323 3.754
H 0.906 -1.015 -6.091
C 1.965 -1.032 3.551
O 0.462 -2.522 1.728
H 0.764 3.740 4.842
C 0.984 3.052 -6.359
C 0.349 -2.847 2.949
H 0.378 -5.910 -1.605
C 0.579 2.486 3.106
N 0.954 1.016 -3.875
C 0.730 -3.801 -1.415
H 0.289 -0.145 2.804
H -0.358 5.672 3.744
C 1.701 -1.111 -5.345
C 1.133 -1.210 -3.955
N 0.141 2.349 1.858
C -0.216 4.741 3.209
H 1.745 3.203 -7.129
C -0.471 -3.915 3.416
C 0.955 -2.548 -3.335
H 2.306 -1.982 -5.595
H 0.701 -3.790 -0.329
C 0.579 -4.911 -3.511
H -0.786 3.226 0.244
C 0.546 -4.978 -2.129
H 0.898 1.195 4.774
H 2.406 2.844 -4.758
H 0.434 -5.802 -4.111
C 1.055 -2.144 3.988
H 0.110 3.654 -6.618
S -1.145 1.990 -2.358
I -0.106 -4.024 7.732
C 1.519 3.436 -4.983
N 1.255 0.118 2.958
C -0.609 -4.253 4.748
Cs 0.303 -0.270 -0.149
C 0.917 -2.484 5.319
C 0.408 3.671 3.821
C -0.462 3.386 1.269
H -1.151 5.412 1.380
C 0.787 -3.687 -4.125
N 0.938 -2.626 -2.000
N 0.749 -0.192 -3.276
N 0.565 3.243 -3.914
H 1.814 4.489 -4.974
C -0.659 4.601 1.901
*
```



ORCA calculation (ωB97M-V/def2-TZVPD) on one molecule with the formula C23H24FN3O6S.

As for the SMILES: COc1ccc(S(=O)(=O)NCC(=O)N(CC(=O)NCc2ccco2)Cc2ccc(F)cc2)cc1. The calculation puts the molar mass at 489.5 g mol⁻¹. Its LUMO energy is 0.528 eV. The strongest force on any atom comes out at 0.9 eV Å⁻¹. The value obtained for the HOMO energy is -8.663 eV.

ORCA input file:
```
! wB97M-V def2-TZVPD RIJCOSX def2/J DEFGRID3
* xyz 0 1
C 5.363 0.047 -0.136
C -0.565 2.340 0.250
C -3.310 -0.505 -2.699
C 1.803 2.628 0.258
H 2.661 2.056 -3.577
H 0.947 -0.797 1.171
C 4.906 0.472 1.069
C 1.880 2.030 -1.007
O 0.731 -3.805 0.256
H 0.505 3.291 1.829
O 4.428 -0.689 -0.765
C -2.132 -1.181 -2.430
C -4.145 -1.007 -0.530
H -1.552 1.923 2.992
H -5.233 0.115 -2.007
O -3.184 2.255 0.070
H 2.421 -2.490 -0.763
F -3.467 0.071 -3.906
C 3.269 1.488 -2.866
C 0.546 -2.773 0.866
H -3.303 0.044 2.927
C -2.963 -1.673 -0.223
H -2.612 -3.360 1.039
H -1.421 1.388 -1.438
H -0.831 -3.665 2.252
H 0.744 1.097 -2.589
C 3.350 -0.738 0.044
H 2.921 0.104 2.014
H 1.712 -0.953 -1.305
H 0.108 -2.298 2.909
H -1.368 -1.250 -3.188
H 6.296 0.190 -0.644
C -2.744 -2.280 1.144
S -2.159 2.707 0.969
C 0.584 2.792 0.877
H -3.619 -2.102 1.778
N -2.329 1.788 2.359
N -1.548 -1.762 1.792
C 2.146 -1.479 -0.441
H 2.717 2.975 0.711
O -0.306 0.006 2.429
N 1.155 -1.607 0.597
C -4.327 -0.417 -1.767
H 3.020 0.425 -2.934
H 4.323 1.620 -3.105
C -1.967 -1.765 -1.188
C -2.640 0.404 2.130
H -1.060 -2.307 -0.975
C -0.439 -2.669 2.038
O 3.116 1.977 -1.553
H -4.938 -0.950 0.201
H -3.175 0.375 1.181
O -2.149 4.073 1.391
C -0.503 1.717 -0.977
C 3.588 -0.039 1.190
H 5.430 1.070 1.785
C 0.717 1.558 -1.614
C -1.394 -0.462 2.108
*
```



ORCA calculation (ωB97M-V/def2-TZVPD) on C23H24GeNO3Se3TcTe as an isolated structure.

The calculation puts the molar mass at 897.5 g mol⁻¹. Its LUMO energy (alpha / beta) is -4.043 / -5.861 eV. The strongest force on any atom comes out at 0.5 eV Å⁻¹. For the energy relative to the best compared isomer or geometry (same formula, charge and spin), the calculation gives 0.0 kcal per mole. The value obtained for the HOMO energy (alpha / beta) is -10.836 / -10.836 eV.

ORCA input file:
```
! wB97M-V def2-TZVPD RIJCOSX def2/J DEFGRID3
* xyz 1 4
C 2.957 1.091 -4.255
Se -2.815 -3.449 4.883
C -1.348 3.653 -1.210
Te -1.036 -1.921 7.789
H -3.180 2.553 -4.424
H -3.440 -4.490 2.344
C -0.504 -0.284 -0.090
C -2.802 -4.631 1.470
O -1.115 -1.932 2.134
H 2.134 2.580 -2.973
C 2.270 3.109 0.086
C -1.057 2.409 -1.771
C 2.935 3.802 1.089
H 1.313 2.546 3.777
H 0.901 -1.969 -0.076
Se -2.717 -3.565 7.211
H 3.114 4.139 3.201
H -3.678 4.751 -3.408
H 2.233 -2.211 -4.163
H 3.720 4.502 0.832
C -2.949 4.096 -2.949
H -2.576 -3.647 1.058
H -0.837 3.974 -0.309
N -1.215 -6.475 1.498
O -0.708 -4.658 2.652
H -0.355 -6.900 1.810
C 1.446 -0.729 -2.820
Tc -0.660 -2.980 3.849
H -3.333 -5.232 0.736
C 0.575 -1.151 0.573
O 0.945 -2.256 2.695
H -2.503 5.457 -1.354
H 2.560 3.286 -0.943
C -2.669 2.860 -3.521
H 1.491 -0.608 0.821
H 3.604 -0.588 -5.425
H 0.129 1.331 2.014
C 2.170 1.519 -3.196
C 2.991 -0.254 -4.598
C 1.413 0.614 -2.445
C 2.595 3.599 2.420
C 1.253 2.200 0.387
H 0.839 -1.458 -2.295
Ge 0.276 1.254 -1.005
H -1.133 -0.858 -0.771
H -1.174 0.114 0.673
C 0.925 2.013 1.732
C 0.134 -1.795 1.833
H -1.500 1.075 -3.408
C -1.726 2.026 -2.937
C -1.527 -5.262 1.911
C 2.227 -1.164 -3.886
C -2.288 4.492 -1.796
C 1.587 2.704 2.741
H 3.538 1.809 -4.820
Se 0.402 -2.100 5.732
H -1.829 -6.994 0.893
*
```



ORCA calculation (ωB97M-V/def2-TZVPD) on one molecule with the formula C23H24N4O2S2 at a distorted geometry.

As for the SMILES: CN1CCN(C(=S)SCC(=O)Nc2nc(-c3ccccc3)c(-c3ccccc3)o2)CC1. The calculation puts the molar mass at 452.6 g mol⁻¹. Its LUMO energy is 0.491 eV. The strongest force on any atom comes out at 1.4 eV Å⁻¹. For the energy relative to the best compared isomer or geometry (same formula, charge and spin), the calculation gives 0.0 kcal per mole. The value obtained for the HOMO energy is -7.737 eV.

ORCA input file:
```
! wB97M-V def2-TZVPD RIJCOSX def2/J DEFGRID3
* xyz 0 1
C 5.143 -1.452 -4.946
S -3.327 1.491 0.705
C 4.825 -0.174 -4.519
H -4.025 2.266 5.150
C 0.583 -1.454 -2.249
H 0.005 3.331 2.686
C -3.254 2.984 3.271
S -0.399 1.996 0.658
C 2.723 -0.975 -3.658
H 0.044 3.013 5.174
H -1.441 -3.101 -1.829
C -0.904 3.408 3.283
C -1.892 2.056 6.628
C 4.246 -2.490 -4.742
H 0.817 -6.381 -0.269
C 3.623 0.067 -3.882
H 2.887 -5.063 -0.524
O -2.543 3.063 -1.708
H 5.517 0.639 -4.682
C -2.089 1.947 -1.672
O 0.906 0.545 -3.141
H -4.089 2.616 2.676
H -2.821 2.202 7.177
H -2.968 1.108 4.302
C -0.443 -4.827 -1.033
C 1.890 -3.361 -1.338
C 0.774 -5.380 -0.672
C -2.658 0.826 -0.835
N -0.516 -0.675 -1.962
C -0.770 2.602 4.574
H 4.485 -3.485 -5.086
H 3.373 1.062 -3.544
H 6.083 -1.640 -5.442
C -0.265 0.479 -2.492
C -0.498 -3.546 -1.550
H -1.353 -5.396 -0.909
N -2.002 2.696 5.336
C -3.111 2.173 4.560
H 2.337 -3.063 -3.964
H -1.694 0.976 6.553
C 0.670 -2.807 -1.722
C 1.462 -0.704 -2.997
H 2.795 -2.779 -1.435
H -3.426 4.034 3.527
H -1.081 2.521 7.186
C 3.042 -2.258 -4.106
N -1.033 1.607 -2.493
H -1.913 0.057 -0.627
H -3.510 0.383 -1.353
H -0.524 1.555 4.321
H -1.097 4.457 3.525
N -2.024 2.905 2.520
C 1.938 -4.641 -0.820
C -1.858 2.201 1.400
H -0.637 2.385 -3.009
*
```



Going through the records in order, we get E values of -1239.2707 -2630.2437 -2308.4498 -2004.6201 -10801.2023 -2056.7527 a.u..